1.
{
  "formula": "C12H17BN6O2Pb",
  "method": "the ωB97M-V functional and the def2-TZVPD basis",
  "max_force_ev_per_a": 3.97,
  "relative_energy_kcal_mol": 0.0,
  "lumo_ev": [-15.941, -16.957],
  "total_charge": 4,
  "orbital_gap_ev": [5.43, 4.37],
  "species": ["C", "N", "N", "C", "C", "B", "N", "N", "C", "C", "C", "Pb", "N", "N", "C", "C", "C", "H", "H", "H", "H", "H", "H", "H", "H", "H", "H", "H", "C", "H", "H", "H", "C", "O", "C", "O", "H", "H", "H"],
  "xyz": [[-0.845727, 2.088648, -1.908110], [-0.153312, 1.441615, -0.935911], [1.151456, 1.858114, -1.007314], [1.265130, 2.783989, -1.971484], [0.027249, 2.949118, -2.575615], [2.283842, 1.241233, -0.133608], [1.824144, 1.256709, 1.352054], [0.639698, 0.716953, 1.798373], [0.613036, 0.836620, 3.154070], [1.770208, 1.480845, 3.558603], [2.505143, 1.739557, 2.406412], [-1.296708, 0.032311, 0.720245], [2.483190, -0.240719, -0.592118], [1.393422, -1.094826, -0.521901], [1.791665, -2.278306, -0.988695], [3.150737, -2.209810, -1.378432], [3.540997, -0.896674, -1.104954], [1.112856, -3.125825, -1.029390], [4.474949, -0.387161, -1.240415], [3.737381, -3.000558, -1.790246], [3.309702, 1.844410, -0.280077], [3.454442, 2.233437, 2.272623], [2.224445, 3.258804, -2.159217], [2.047476, 1.738508, 4.562115], [-0.217312, 3.607727, -3.385283], [-0.213985, 0.460867, 3.749228], [-1.900927, 1.911335, -2.075188], [-1.683642, -2.039509, 2.153909], [-2.616934, -1.483172, 2.386965], [-2.683679, -1.413454, 3.474971], [-2.767768, -0.397816, 2.095486], [-3.473130, -2.035730, 1.989323], [-4.411731, -0.665038, -1.509250], [-3.737389, -2.571891, -1.624166], [-3.049245, -3.539333, -1.527722], [-2.358666, -4.483087, -1.419119], [-5.341195, -0.825189, -2.050130], [-3.582893, -0.202345, -2.042428], [-4.466925, -0.590358, -0.423605]],
  "forces_ev_per_angstrom": [[0.62, -1.84, 2.27], [-2.10, 1.25, -2.36], [0.79, 1.87, -1.90], [2.68, -1.49, 2.52], [-1.56, 0.91, -1.39], [0.51, -0.10, 1.10], [-0.32, 0.08, -0.64], [-0.97, -0.55, 0.28], [0.80, 0.41, -0.65], [0.06, 0.09, 0.22], [-0.64, -0.38, 0.20], [2.80, 0.68, -1.08], [1.81, -0.76, -1.00], [-0.43, -2.29, -0.62], [-1.40, 1.25, 0.81], [-0.38, -1.36, -0.19], [-1.07, 3.16, 1.27], [0.26, 0.16, -0.02], [0.41, 0.00, -0.10], [0.42, -0.34, -0.22], [-0.34, -0.07, -0.02], [0.07, -0.03, 0.05], [-0.17, 0.02, -0.13], [0.07, 0.04, 0.19], [-0.01, 0.29, -0.32], [0.16, 0.10, -0.09], [0.18, 0.18, 0.03], [-0.17, 0.61, -0.10], [-0.85, 0.28, 1.17], [-0.12, -0.44, 0.05], [-0.35, -1.42, 0.95], [0.07, 0.03, 0.12], [0.00, -0.45, -0.06], [0.17, 0.08, 0.11], [1.46, -2.08, 0.24], [-2.31, 3.16, -0.38], [0.00, -0.36, -0.10], [-0.13, -0.38, -0.02], [-0.02, -0.33, -0.19]]
}

2.
{
  "formula": "C9H17IrNOP",
  "method": "the ωB97M-V functional and the def2-TZVPD basis",
  "max_force_ev_per_a": 13.82,
  "relative_energy_kcal_mol": 0.0,
  "lumo_ev": [0.617, -1.627],
  "s2": 6.013,
  "spin_multiplicity": 5,
  "orbital_gap_ev": [3.11, 7.08],
  "species": ["C", "C", "C", "C", "C", "Ir", "P", "H", "H", "H", "H", "H", "H", "H", "H", "C", "N", "C", "C", "C", "O", "H", "H", "H", "H", "H", "H", "H", "H", "H"],
  "xyz": [[0.156376, -1.568766, -3.208749], [-0.884519, -0.483169, -3.262726], [-0.342762, 0.781629, -2.959791], [1.082110, 0.657206, -2.744730], [1.401677, -0.771556, -3.006469], [0.074285, -0.421410, -1.506117], [1.126922, -2.745556, -0.880622], [-0.246148, -2.694496, -3.104057], [-1.867562, -0.569206, -3.761746], [-0.847304, 1.746836, -3.179218], [2.444931, -1.078273, -3.188738], [1.738275, 1.454344, -2.317485], [2.344344, -2.717891, -0.231275], [1.090637, -3.613218, -1.945918], [0.080673, -3.105835, -0.018514], [-0.852477, 1.832430, 3.547613], [-0.182670, 0.864774, 2.666529], [1.002892, 0.206846, 3.172281], [-0.570858, 0.634783, 1.392218], [-1.791629, 1.243510, 0.783604], [0.188815, -0.114572, 0.688839], [-0.335707, 1.815623, 4.522296], [-1.912416, 1.528955, 3.654124], [-0.762538, 2.858937, 3.132705], [0.900863, -0.860920, 3.131080], [1.885908, 0.376717, 2.584042], [1.226827, 0.484245, 4.184922], [-1.571323, 2.312727, 0.717027], [-1.872318, 0.846056, -0.238183], [-2.705302, 1.099250, 1.377048]],
  "forces_ev_per_angstrom": [[-1.40, 0.52, -2.25], [-1.50, -1.73, -3.15], [0.14, 3.61, -4.21], [1.97, 1.09, -2.90], [1.74, -0.40, -2.28], [-2.69, -2.46, 13.33], [-1.11, 1.72, 0.92], [1.58, 2.86, -1.04], [0.42, -0.31, 1.04], [0.19, -0.87, 0.77], [-0.66, -0.20, 0.77], [-0.35, -0.85, -1.05], [0.56, -0.86, 0.50], [0.41, -0.80, 0.01], [0.57, -0.62, 0.19], [0.30, -0.15, -0.68], [0.75, 1.37, 1.36], [-0.01, -0.17, -0.48], [-2.09, -1.23, 0.15], [0.58, 0.12, 0.53], [1.70, -1.31, -1.49], [-0.47, -0.01, -0.45], [0.33, 0.41, 0.16], [-0.33, -0.50, 0.35], [-0.36, -0.92, 0.10], [0.37, 0.48, -0.40], [-0.18, 0.30, 0.45], [-0.39, 0.73, -0.22], [-0.33, 0.11, 0.44], [0.26, 0.05, -0.45]]
}

3.
{
  "formula": "C25H19N8O9SV",
  "method": "the ωB97M-V functional and the def2-TZVPD basis",
  "max_force_ev_per_a": 0.76,
  "relative_energy_kcal_mol": 13.8,
  "lumo_ev": [-0.665, -0.702],
  "s2": 2.010,
  "spin_multiplicity": 3,
  "orbital_gap_ev": [7.81, 7.98],
  "species": ["V", "O", "C", "O", "C", "C", "C", "C", "C", "C", "O", "N", "O", "O", "N", "O", "O", "H", "H", "C", "C", "C", "C", "C", "C", "C", "S", "O", "O", "N", "C", "C", "C", "C", "C", "C", "C", "C", "N", "C", "H", "H", "H", "H", "H", "H", "H", "H", "H", "H", "H", "H", "H", "N", "C", "N", "N", "C", "N", "H", "H", "H", "H"],
  "xyz": [[0.835535, 0.770940, -0.301823], [4.865438, 1.146004, -0.122227], [3.722956, 0.999060, 0.247031], [2.695544, 0.996663, -0.563959], [3.415549, 0.830964, 1.721820], [4.508701, 0.731171, 2.566308], [4.332032, 0.592397, 3.929204], [3.071000, 0.578536, 4.494233], [1.988148, 0.721537, 3.661514], [2.106116, 0.819274, 2.259379], [1.019803, 0.873109, 1.530802], [0.662152, 0.761699, 4.291116], [0.475287, 0.007115, 5.227760], [-0.141087, 1.561724, 3.866848], [5.500880, 0.461404, 4.803180], [6.598608, 0.477609, 4.284511], [5.300314, 0.352353, 5.997911], [5.499390, 0.756547, 2.135820], [2.935004, 0.467501, 5.559547], [-2.747122, -4.176140, -4.752979], [-2.587026, -3.205970, -3.615832], [-1.762949, -2.093746, -3.738310], [-1.628228, -1.181991, -2.700236], [-2.321339, -1.384430, -1.520517], [-3.163820, -2.483103, -1.381982], [-3.288831, -3.384155, -2.423489], [-2.150124, -0.330925, -0.103174], [-1.395288, -1.103955, 0.863564], [-3.468779, 0.081226, 0.284580], [-1.213740, 0.888151, -0.582501], [-1.727866, 2.184577, -0.780481], [-3.026144, 2.541410, -1.050556], [-3.385886, 3.897570, -1.201381], [-2.468401, 4.901546, -1.103075], [-1.114187, 4.572485, -0.865765], [-0.082722, 5.532575, -0.779032], [1.209811, 5.137008, -0.585781], [1.489531, 3.766210, -0.476683], [0.548827, 2.848719, -0.529244], [-0.752568, 3.221773, -0.716493], [-1.866612, -4.181269, -5.394118], [-3.605654, -3.904638, -5.370652], [-2.912953, -5.189287, -4.387489], [-1.213109, -1.935426, -4.658130], [-0.988376, -0.317539, -2.812885], [-3.722062, -2.619088, -0.463660], [-3.946288, -4.238929, -2.314588], [-3.791807, 1.784586, -1.119603], [-4.424181, 4.132239, -1.395700], [-2.752266, 5.939912, -1.212418], [-0.333450, 6.581938, -0.876606], [2.019418, 5.849411, -0.524236], [2.503192, 3.407199, -0.357051], [-0.014101, -5.582514, 0.228263], [0.086385, -4.241191, 0.235869], [-0.598284, -3.542524, 1.142462], [0.883687, -3.704973, -0.678654], [0.987098, -2.415363, -0.679560], [1.073082, -1.262277, -0.668609], [-0.483103, -6.078315, 0.963085], [0.609231, -6.085882, -0.377608], [-1.213865, -4.010080, 1.784115], [-0.650480, -2.520427, 1.108182]],
  "forces_ev_per_angstrom": [[0.06, -0.12, 0.22], [0.01, 0.03, 0.01], [-0.02, -0.10, -0.01], [0.01, 0.10, -0.05], [-0.02, 0.04, 0.01], [0.00, -0.01, 0.01], [-0.01, -0.01, -0.02], [0.01, 0.01, 0.03], [0.01, -0.03, 0.01], [0.06, -0.13, -0.07], [0.13, 0.17, 0.07], [0.03, 0.04, -0.03], [-0.03, -0.04, 0.01], [-0.02, 0.01, 0.03], [0.01, 0.07, 0.01], [-0.01, -0.03, 0.00], [0.00, -0.02, 0.00], [0.00, 0.00, 0.00], [0.01, 0.00, 0.00], [0.00, 0.00, 0.00], [0.00, 0.01, 0.01], [-0.01, 0.00, 0.00], [0.01, 0.03, -0.01], [-0.03, -0.05, 0.05], [0.00, 0.00, 0.03], [-0.01, 0.01, 0.00], [-0.11, -0.02, -0.31], [-0.21, 0.73, 0.04], [0.08, -0.04, 0.10], [0.17, -0.06, 0.09], [-0.04, 0.05, -0.08], [-0.04, 0.00, -0.02], [0.01, 0.01, -0.01], [0.01, -0.01, 0.01], [-0.01, 0.02, -0.01], [-0.02, 0.00, -0.01], [0.02, -0.01, -0.01], [0.00, 0.00, 0.01], [-0.16, 0.05, -0.02], [0.00, -0.02, -0.04], [0.00, 0.00, 0.00], [0.00, 0.00, 0.00], [0.00, 0.00, 0.00], [0.00, 0.00, 0.00], [0.00, -0.02, 0.01], [0.01, -0.01, -0.01], [0.01, 0.00, 0.00], [0.02, 0.04, -0.01], [0.00, 0.01, 0.00], [0.00, 0.00, 0.00], [0.00, 0.00, 0.00], [0.00, 0.00, 0.00], [0.01, 0.01, 0.02], [0.01, -0.06, -0.06], [-0.23, 0.03, 0.41], [0.41, -0.58, -0.06], [0.16, 0.06, -0.22], [-0.13, -0.21, 0.14], [0.02, 0.25, -0.12], [0.01, 0.01, 0.00], [-0.02, 0.00, 0.00], [0.00, -0.02, 0.00], [-0.14, -0.20, -0.12]]
}